1.
{
  "formula": "C2Br4O",
  "method": "ωB97M-V/def2-TZVPD",
  "symbols": ["C", "C", "O", "Br", "Br", "Br", "Br"],
  "coordinates": [[1.078, 0.100, 0.000], [-1.435, -0.516, -0.077], [1.269, 1.203, 0.285], [1.908, -1.445, -0.048], [-2.109, -0.679, 1.649], [-2.328, 0.734, -1.183], [-1.185, -2.197, -0.921]],
  "de_lowest_kcal_mol": 65.39,
  "total_charge": 0,
  "homo_ev": [-8.286, -8.516],
  "orbital_gap_ev": [7.13, 7.76],
  "lumo_energy_ha": [-0.0426, -0.0280]
}

2.
{
  "formula": "C23H41AuClO4P2",
  "method": "ωB97M-V/def2-TZVPD",
  "symbols": ["Au", "C", "C", "C", "C", "C", "C", "H", "H", "H", "C", "H", "H", "H", "C", "H", "H", "H", "C", "H", "H", "H", "C", "H", "H", "H", "C", "C", "C", "C", "C", "C", "C", "C", "H", "H", "H", "H", "H", "H", "H", "H", "H", "H", "H", "H", "P", "C", "C", "P", "C", "C", "C", "H", "H", "H", "H", "H", "H", "H", "H", "H", "H", "H", "H", "H", "H", "O", "Cl", "O", "O", "O"],
  "coordinates": [[-0.462, 0.699, 1.717], [3.159, 1.257, -0.064], [2.272, 2.014, 0.715], [2.740, 0.021, 1.827], [3.470, 0.047, 0.642], [1.896, 1.236, 1.917], [3.841, 1.690, -1.302], [3.259, 2.420, -1.874], [4.032, 0.826, -1.949], [4.821, 2.138, -1.075], [4.506, -0.917, 0.232], [5.235, -0.468, -0.447], [4.034, -1.767, -0.282], [5.029, -1.326, 1.105], [2.938, -0.994, 2.872], [4.010, -1.105, 3.113], [2.588, -1.978, 2.513], [2.398, -0.733, 3.784], [1.804, 1.899, 3.267], [2.719, 2.465, 3.515], [1.681, 1.145, 4.056], [0.950, 2.583, 3.287], [1.990, 3.444, 0.477], [2.925, 4.036, 0.533], [1.286, 3.852, 1.212], [1.582, 3.611, -0.530], [1.042, -1.689, -2.833], [1.478, -0.417, -2.837], [0.692, 0.755, -2.321], [-0.846, 0.653, -2.420], [-1.490, 0.488, -1.041], [-0.971, -0.594, -0.083], [0.133, -1.494, -0.485], [0.017, -2.201, -1.851], [0.970, 1.659, -2.877], [-1.107, -0.126, -3.139], [0.975, 0.970, -1.282], [-0.997, -2.102, -2.248], [1.480, -2.452, -3.491], [2.446, -0.177, -3.303], [0.170, -3.281, -1.696], [1.072, -0.934, -0.466], [-1.692, -1.144, 0.553], [0.286, -2.254, 0.286], [-1.202, 1.588, -2.868], [-1.437, 1.481, -0.537], [-3.264, 0.110, -1.115], [-3.222, -1.238, -2.322], [-4.207, 1.468, -1.822], [-3.310, 0.470, 1.965], [-3.934, -0.452, 0.467], [-4.530, 1.886, 1.809], [-4.426, -0.497, 3.105], [-2.857, -2.147, -1.844], [-2.577, -0.983, -3.161], [-4.215, -1.403, -2.723], [-5.212, 1.088, -2.060], [-3.719, 1.805, -2.747], [-4.282, 2.304, -1.114], [-5.447, -0.471, 2.694], [-4.432, -0.042, 4.104], [-4.089, -1.539, 3.163], [-3.670, -1.514, 0.596], [-5.032, -0.394, 0.405], [-4.705, 2.288, 2.813], [-5.478, 1.502, 1.411], [-4.118, 2.653, 1.149], [3.331, -4.739, 0.683], [2.215, -3.974, 0.181], [2.688, -2.964, -0.815], [1.199, -4.810, -0.447], [1.573, -3.227, 1.308]],
  "multiplicity": 3,
  "de_lowest_kcal_mol": 26.77,
  "total_charge": 1,
  "s_squared": 2.029,
  "homo_ev": [-10.120, -11.011],
  "orbital_gap_ev": [6.63, 6.45],
  "lumo_energy_ha": [-0.1281, -0.1675]
}

3.
{
  "formula": "C48H64ClF40N2O12PS",
  "method": "ωB97M-V/def2-TZVPD",
  "symbols": ["C", "C", "O", "C", "O", "C", "C", "C", "C", "C", "C", "C", "C", "C", "C", "C", "O", "C", "C", "C", "N", "C", "C", "P", "O", "Cl", "O", "S", "O", "O", "C", "N", "C", "C", "C", "H", "H", "H", "H", "H", "H", "H", "H", "H", "H", "H", "H", "H", "H", "H", "H", "H", "H", "H", "H", "H", "H", "H", "H", "H", "H", "H", "H", "H", "H", "H", "H", "H", "H", "H", "H", "H", "H", "H", "H", "H", "H", "H", "H", "F", "C", "F", "C", "F", "F", "C", "O", "C", "F", "F", "C", "F", "F", "H", "H", "H", "H", "F", "C", "F", "C", "F", "F", "C", "O", "C", "F", "F", "C", "F", "F", "H", "H", "H", "H", "F", "C", "F", "C", "F", "F", "C", "O", "C", "F", "F", "C", "F", "F", "H", "H", "H", "H", "F", "C", "F", "C", "F", "F", "C", "O", "C", "F", "F", "C", "F", "F", "H", "H", "H", "H", "F", "C", "F", "C", "F", "F", "C", "O", "C", "F", "F", "C", "F", "F", "H", "H", "H", "H"],
  "coordinates": [[5.684, 1.506, -6.378], [4.919, 0.718, -5.340], [5.779, 0.383, -4.240], [5.928, -0.949, -3.946], [7.066, -1.436, -3.831], [4.672, -1.766, -3.752], [4.951, -3.128, -3.142], [5.516, -3.095, -1.716], [4.536, -3.409, -0.544], [5.445, -3.346, 0.707], [5.172, -4.194, 1.951], [6.278, -3.959, 3.006], [6.258, -2.607, 3.724], [5.492, -2.626, 5.049], [5.984, -1.565, 6.035], [5.857, -0.166, 5.425], [7.101, 0.272, 4.906], [6.950, 1.105, 3.792], [3.915, -4.798, -0.761], [4.939, -5.968, -0.702], [4.990, -6.793, -1.896], [3.802, -7.587, -2.137], [2.690, -4.885, 0.153], [2.170, -6.603, 0.733], [0.569, -6.549, 0.446], [2.300, -6.315, 2.801], [1.509, -4.320, -0.513], [1.789, -2.914, -1.190], [2.016, -3.181, -2.583], [0.712, -1.994, -0.996], [3.402, -2.280, -0.573], [3.385, -1.363, 0.497], [2.610, -1.144, 1.487], [1.173, -0.697, 1.455], [3.211, -1.097, 2.861], [4.941, 1.950, -7.035], [6.221, 2.325, -5.919], [6.330, 0.876, -6.976], [4.502, -0.154, -5.828], [4.122, 1.347, -4.961], [3.889, -1.239, -3.225], [4.284, -1.967, -4.749], [5.713, -3.556, -3.788], [4.074, -3.736, -3.311], [6.398, -3.716, -1.670], [5.872, -2.088, -1.507], [5.571, -2.326, 1.048], [6.446, -3.630, 0.402], [5.239, -5.260, 1.770], [4.210, -4.030, 2.430], [7.249, -4.186, 2.577], [6.105, -4.719, 3.763], [7.284, -2.373, 4.000], [5.943, -1.789, 3.086], [4.419, -2.523, 4.909], [5.669, -3.589, 5.523], [5.368, -1.605, 6.924], [7.035, -1.707, 6.263], [5.424, 0.562, 6.109], [5.170, -0.263, 4.588], [7.922, 1.450, 3.465], [6.328, 1.976, 4.008], [6.492, 0.584, 2.947], [3.516, -4.882, -1.763], [4.866, -6.581, 0.189], [5.923, -5.517, -0.651], [5.207, -6.204, -2.690], [2.878, -6.991, -2.168], [3.857, -8.122, -3.077], [3.680, -8.284, -1.318], [2.806, -4.284, 1.047], [0.092, -6.658, 1.282], [3.673, -1.711, -1.453], [0.964, -0.049, 2.293], [0.922, -0.252, 0.504], [0.541, -1.577, 1.569], [4.102, -0.484, 2.792], [2.563, -0.603, 3.573], [3.397, -2.096, 3.237], [2.031, 3.263, 4.365], [2.856, 2.496, 5.095], [3.624, 1.797, 4.216], [2.076, 1.530, 6.002], [1.352, 0.669, 5.255], [3.000, 0.781, 6.662], [1.165, 2.153, 7.088], [-0.232, 2.226, 6.823], [-0.817, 3.288, 6.169], [0.047, 4.295, 5.962], [-1.790, 3.767, 6.974], [-1.487, 2.829, 4.873], [-0.583, 2.290, 4.034], [-2.046, 3.891, 4.250], [3.517, 3.138, 5.685], [1.225, 1.458, 7.925], [1.561, 3.098, 7.457], [-2.258, 2.083, 5.079], [2.056, 3.788, -1.336], [2.682, 2.609, -1.489], [3.952, 2.866, -1.879], [2.007, 1.742, -2.557], [2.087, 2.352, -3.760], [2.739, 0.601, -2.633], [0.562, 1.270, -2.298], [-0.517, 1.953, -2.923], [-1.132, 3.053, -2.377], [-0.683, 3.324, -1.142], [-2.440, 2.729, -2.243], [-1.039, 4.270, -3.302], [0.247, 4.607, -3.506], [-1.665, 5.315, -2.720], [2.714, 2.084, -0.529], [0.520, 0.275, -2.742], [0.379, 1.124, -1.234], [-1.509, 4.053, -4.264], [-5.424, 6.325, -0.797], [-6.740, 6.404, -0.536], [-7.148, 7.649, -0.874], [-7.047, 6.171, 0.948], [-6.480, 7.141, 1.695], [-8.398, 6.313, 1.068], [-6.710, 4.793, 1.557], [-5.516, 4.663, 2.322], [-4.301, 4.339, 1.760], [-4.414, 4.027, 0.455], [-3.864, 3.223, 2.385], [-3.265, 5.447, 1.993], [-3.672, 6.595, 1.419], [-2.093, 5.089, 1.422], [-7.276, 5.684, -1.160], [-7.498, 4.623, 2.289], [-6.810, 3.992, 0.825], [-3.106, 5.623, 3.056], [-3.704, -3.253, -0.956], [-2.813, -2.438, -0.361], [-2.351, -3.071, 0.741], [-3.456, -1.113, 0.066], [-4.409, -1.344, 0.996], [-2.465, -0.405, 0.679], [-4.026, -0.186, -1.027], [-5.436, -0.203, -1.247], [-6.036, -1.082, -2.119], [-5.136, -1.786, -2.823], [-6.735, -0.337, -3.015], [-7.048, -1.985, -1.407], [-6.443, -2.731, -0.468], [-7.610, -2.818, -2.313], [-1.972, -2.262, -1.038], [-3.837, 0.820, -0.658], [-3.469, -0.262, -1.960], [-7.827, -1.383, -0.935], [-8.873, 2.540, -4.367], [-8.881, 1.658, -5.381], [-8.004, 2.104, -6.311], [-10.268, 1.533, -6.020], [-10.631, 2.712, -6.568], [-10.123, 0.644, -7.043], [-11.424, 0.997, -5.149], [-12.336, 1.932, -4.582], [-12.130, 2.521, -3.355], [-11.068, 2.001, -2.712], [-13.216, 2.247, -2.597], [-12.038, 4.046, -3.469], [-11.001, 4.404, -4.247], [-11.842, 4.569, -2.237], [-8.530, 0.688, -5.018], [-12.042, 0.429, -5.843], [-11.073, 0.278, -4.410], [-12.958, 4.450, -3.894]],
  "total_charge": 0,
  "smiles": "CCOC(=O)CCC[C@]1(CCCCCCCOC)[C@@H](CNC)[C@H](P(O)Cl)OS(=O)(=O)[C@H]1N=C(C)C.FC(F)C(F)(F)COC(F)(F)C(F)F.FC(F)C(F)(F)COC(F)(F)C(F)F.FC(F)C(F)(F)COC(F)(F)C(F)F.FC(F)C(F)(F)COC(F)(F)C(F)F.FC(F)C(F)(F)COC(F)(F)C(F)F",
  "homo_ev": -8.769,
  "orbital_gap_ev": 8.92,
  "lumo_energy_ha": 0.0056
}

4.
{
  "formula": "C20H26CdN4OS2",
  "method": "ωB97M-V/def2-TZVPD",
  "symbols": ["Cd", "C", "C", "N", "N", "C", "S", "S", "C", "C", "C", "C", "C", "C", "C", "C", "C", "C", "C", "C", "C", "O", "H", "H", "H", "H", "H", "H", "H", "H", "H", "H", "H", "H", "H", "H", "C", "C", "C", "C", "N", "N", "H", "H", "H", "H", "H", "H", "H", "H", "H", "H", "H", "H"],
  "coordinates": [[-0.652, -0.809, 1.545], [-4.065, -1.697, -1.187], [-3.118, -0.860, -0.371], [-1.897, -1.245, -0.235], [-1.506, -2.361, -0.978], [-0.530, -3.052, -0.507], [0.345, -2.943, 1.035], [-0.170, -4.460, -1.544], [1.650, -4.478, -1.550], [2.248, -3.489, -2.511], [2.791, -3.895, -3.723], [3.328, -2.966, -4.606], [3.325, -1.617, -4.285], [2.780, -1.202, -3.076], [2.248, -2.131, -2.197], [-3.583, 0.400, 0.271], [-4.638, 1.057, -0.394], [-5.209, 2.224, 0.054], [-4.744, 2.770, 1.249], [-3.712, 2.169, 1.927], [-3.067, 1.003, 1.460], [-2.056, 0.587, 2.198], [-4.074, -2.706, -0.775], [-5.077, -1.311, -1.182], [-3.697, -1.792, -2.209], [1.980, -4.279, -0.533], [1.932, -5.501, -1.796], [2.793, -4.948, -3.979], [3.748, -3.298, -5.547], [3.742, -0.893, -4.973], [2.770, -0.149, -2.822], [1.814, -1.807, -1.257], [-4.999, 0.640, -1.323], [-6.003, 2.698, -0.506], [-5.192, 3.673, 1.647], [-3.336, 2.583, 2.854], [3.300, 1.998, 2.585], [1.884, 2.543, 2.443], [1.828, 3.602, 1.340], [1.412, 3.142, 3.762], [0.965, 1.414, 2.183], [1.084, 0.782, 0.901], [3.971, 2.775, 2.954], [3.700, 1.655, 1.628], [3.316, 1.164, 3.289], [2.405, 4.481, 1.632], [0.799, 3.924, 1.158], [2.254, 3.243, 0.400], [2.091, 3.932, 4.085], [1.374, 2.376, 4.537], [0.414, 3.576, 3.661], [0.001, 1.733, 2.261], [1.969, 0.287, 0.867], [1.066, 1.458, 0.139]],
  "de_lowest_kcal_mol": 1.83,
  "total_charge": 0,
  "homo_ev": -7.772,
  "orbital_gap_ev": 8.02,
  "lumo_energy_ha": 0.0090
}

5.
{
  "formula": "C2H3BrO2",
  "method": "ωB97M-V/def2-TZVPD",
  "symbols": ["C", "C", "O", "O", "Br", "H", "H", "H"],
  "coordinates": [[0.693, 0.361, -0.386], [0.188, -0.741, 0.405], [0.131, 1.600, -0.209], [1.422, 1.342, 0.267], [-3.444, -0.412, -0.077], [1.032, 0.129, -1.397], [-0.291, -0.530, 1.345], [0.270, -1.750, 0.053]],
  "de_lowest_kcal_mol": 156.93,
  "total_charge": 0,
  "homo_ev": [-10.435, -9.567],
  "orbital_gap_ev": [9.21, 5.94],
  "lumo_energy_ha": [-0.0450, -0.1334]
}

6.
{
  "formula": "C6H9N",
  "method": "ωB97M-V/def2-TZVPD",
  "symbols": ["C", "C", "C", "C", "C", "C", "N", "H", "H", "H", "H", "H", "H", "H", "H", "H"],
  "coordinates": [[0.540, 0.993, 1.769], [0.208, 0.046, 0.674], [0.175, 0.313, -0.737], [0.322, 1.458, -1.432], [-0.481, -0.932, -1.346], [-0.587, -1.900, -0.218], [-0.214, -1.230, 0.867], [1.337, 1.663, 1.427], [0.893, 0.484, 2.674], [-0.315, 1.627, 2.048], [0.320, 1.428, -2.519], [0.354, 2.433, -0.958], [-1.430, -0.426, -1.530], [-0.125, -1.339, -2.296], [-0.777, -2.962, -0.210], [-0.220, -1.656, 1.788]],
  "de_lowest_kcal_mol": 63.87,
  "total_charge": 0,
  "homo_ev": [-6.025, -5.998],
  "orbital_gap_ev": [6.91, 6.88],
  "lumo_energy_ha": [0.0325, 0.0324]
}

| no. | E (eV) |
| --- | --- |
| 1 | -284287.684 |
| 2 | -67480.376 |
| 3 | -219708.296 |
| 4 | -55404.545 |
| 5 | -76253.472 |
| 6 | -7855.390 |